Here is a 2-piece molecular cluster, C3H3BrO2 overall in a non-equilibrium geometry from the OMol25 dataset. Energies are from ωB97M-V with the def2-TZVPD basis set.

Properties
Energy above the lowest of the compared OMol25 structures with the same formula, charge and spin (kJ/mol): 95.7
E (eV): -77295.2719
HOMO (eV): -10.3
Molecular weight (Da): 151.0
LUMO level (eV): -0.37

Last column: Mulliken charge in e.
Positions of all 9 atoms, in Å:
O 2.614 1.194 -0.158  -0.147
H 0.088 -0.326 -1.225  0.316
H -1.434 -1.493 -0.550  0.340
O -0.174 1.452 0.581  -0.452
H -1.968 0.517 0.884  0.362
C -0.588 -0.686 -0.334  -0.614
Br 0.566 -1.646 1.005  -0.088
C 1.906 0.435 -0.597  0.059
C -1.010 0.554 0.394  0.223

***

Here is one molecule with the formula CH4N2OS in a non-equilibrium geometry from the OMol25 dataset. Energies are from ωB97M-V with the def2-TZVPD basis set.

Properties
Structure (SMILES): ON/C=N/S
Energy above the lowest of the compared OMol25 structures with the same formula, charge and spin (kJ/mol): 308.4
E (eV): -16961.9921
HOMO (eV): -8.7
Molecular weight (Da): 92.1
LUMO level (eV): 0.57

Last column: Mulliken charge in e.
Positions of all 9 atoms, in Å:
N -0.564 0.532 0.197  -0.428
H -2.691 0.597 0.909  0.154
O 2.694 -0.353 0.213  -0.414
H 2.369 -0.414 1.185  0.345
H 0.404 -1.226 -0.462  0.421
N 1.630 0.426 -0.415  -0.220
C 0.416 -0.182 -0.229  -0.039
S -2.077 -0.189 -0.034  -0.134
H 1.648 1.279 0.107  0.314

***

Here is one molecule with the formula C2H3NO3 in a non-equilibrium geometry from the OMol25 dataset. Energies are from ωB97M-V with the def2-TZVPD basis set.

Properties
Structure (SMILES): O=C(O)/C=N\O
Energy above the lowest of the compared OMol25 structures with the same formula, charge and spin (kJ/mol): 438.1
E (eV): -9751.5491
HOMO (eV): -10.6
Molecular weight (Da): 89.0
LUMO level (eV): -0.68

Last column: Mulliken charge in e.
Positions of all 9 atoms, in Å:
H 0.487 -1.913 -0.041  0.263
C 0.024 -0.955 0.333  -0.039
C 1.181 -0.025 0.057  0.489
O 2.238 -0.471 -0.142  -0.440
O 1.187 1.381 0.102  -0.462
H 0.229 1.420 -0.216  0.378
H -2.505 0.623 0.068  0.360
N -1.253 -0.651 -0.132  -0.246
O -1.588 0.591 -0.029  -0.304

***

Here is one molecule with the formula C9H9BrO2S in a non-equilibrium geometry from the OMol25 dataset. Energies are from ωB97M-V with the def2-TZVPD basis set.

Properties
Energy above the lowest of the compared OMol25 structures with the same formula, charge and spin (kJ/mol): 0.0
E (eV): -94450.1505
HOMO (eV): -9.0
Molecular weight (Da): 261.1
LUMO level (eV): 0.56

Last column: Mulliken charge in e.
Positions of all 22 atoms, in Å:
H 2.629 3.309 0.018  0.429
H 2.363 1.106 -1.192  0.344
C 1.782 2.674 0.195  -0.376
H -1.388 0.478 0.989  0.236
H -0.321 -3.712 -1.504  0.331
C -0.316 2.310 1.400  -0.521
C 0.287 -0.706 -0.881  -0.254
S 0.697 -2.238 0.078  0.362
C -0.496 1.067 0.761  -0.251
Br 0.929 4.816 1.989  -0.203
H -1.071 2.660 2.068  0.427
C -1.707 -2.065 -0.825  -0.499
C 1.617 1.445 -0.474  -0.515
C -0.665 -3.183 -0.598  -0.547
H 0.933 -0.782 -1.749  0.499
H -2.203 -1.835 0.141  0.272
H -2.489 -2.362 -1.519  0.366
C 0.503 0.614 -0.163  0.486
C 0.803 3.108 1.084  -0.006
O -1.081 -0.870 -1.358  -0.389
O 0.204 -1.893 1.420  -0.588
H -1.011 -3.940 0.120  0.394

***

Here is an isolated ion of composition C7H13N2O2S and charge +1 in a non-equilibrium geometry from the OMol25 dataset. Energies are from ωB97M-V with the def2-TZVPD basis set.

Properties
Energy above the lowest of the compared OMol25 structures with the same formula, charge and spin (kJ/mol): 361.9
E (eV): -25363.3058
Multiplicity: 3
HOMO (alpha / beta) (eV): -10.8 / -13.6
Molecular weight (Da): 189.3
LUMO level (alpha / beta) (eV): -2.94 / -7.79
Total charge: +1

Last column: Mulliken spin population.
Positions of all 25 atoms, in Å:
H 2.973 0.783 0.820  0.011
H -0.808 -3.307 1.402  -0.005
C 0.280 -1.050 -0.236  0.764
C -1.158 0.653 -1.434  0.066
C 1.481 -0.588 0.052  0.706
C 1.269 1.906 0.847  0.028
H 0.051 3.369 1.813  0.000
H -1.646 -0.570 -0.131  -0.003
H 1.647 0.133 1.981  0.066
C 1.830 0.539 0.960  0.049
N 2.666 -1.524 -0.066  0.007
C -0.217 -2.426 -0.884  -0.022
H 0.462 -3.326 -0.932  -0.002
H -0.670 1.678 -1.605  0.003
S -1.565 -2.976 0.274  0.111
O 2.498 -2.372 -0.866  0.113
H 1.710 2.613 0.097  0.000
C 0.333 2.306 1.687  0.002
H -0.062 1.552 2.334  -0.003
N -0.821 -0.050 -0.227  0.010
H -0.867 0.121 -2.369  -0.009
H -2.315 0.890 -1.359  -0.007
O 3.538 -1.297 0.721  0.078
H -0.462 0.588 0.619  0.011
H -0.781 -2.362 -1.787  0.026

***

Here is C2H3B3F12O2V as an isolated structure in a non-equilibrium geometry from the OMol25 dataset. Energies are from ωB97M-V with the def2-TZVPD basis set.

Properties
E (eV): -66563.9234
Multiplicity: 5
HOMO (alpha / beta) (eV): -6.1 / -8.7
Molecular weight (Da): 370.4
LUMO level (alpha / beta) (eV): 1.94 / -3.51
Total charge: -1

Last column: Mulliken spin population.
Positions of all 23 atoms, in Å:
O -0.126 0.812 -1.825  0.341
F -0.047 -2.119 1.206  0.010
F -1.853 1.295 0.599  0.002
F -1.558 -1.539 -0.288  0.008
B -1.142 -2.532 0.541  -0.002
F -2.036 -2.825 1.489  0.000
F 1.514 -0.028 1.392  0.018
F -3.627 0.323 1.705  0.000
H 2.442 1.094 -3.311  0.000
F -0.820 -3.539 -0.283  0.001
B 1.722 1.285 1.749  0.009
F 0.503 1.921 1.595  0.010
F 2.110 1.218 3.079  0.001
F -1.433 0.078 2.319  0.011
H 1.106 0.818 -4.355  0.007
O 1.106 -0.942 -1.610  0.745
C 0.835 0.113 -2.228  -0.064
B -2.408 0.957 1.872  -0.001
F 2.605 1.865 0.942  0.000
C 1.653 0.373 -3.524  0.007
F -2.497 2.004 2.657  0.000
H 2.145 -0.520 -3.909  0.005
V -0.193 -0.113 0.187  2.891

***

Here is one molecule with the formula C6H13N2O5P in a non-equilibrium geometry from the OMol25 dataset. Energies are from ωB97M-V with the def2-TZVPD basis set.

Properties
Structure (SMILES): CCOP(=O)(OCC)[C@@H](N=O)C(N)=O
E (eV): -28938.0360
HOMO (eV): -9.4
Molecular weight (Da): 224.2
LUMO level (eV): -0.26

Last column: Mulliken charge in e.
Positions of all 27 atoms, in Å:
H -2.162 -2.598 2.388  0.282
C 2.423 1.086 -2.399  -1.299
H -0.779 1.498 3.120  0.278
C 1.234 0.201 -2.262  -0.009
O 1.380 -0.897 -1.220  -0.439
H -1.489 1.076 1.568  0.082
H 0.274 0.708 -1.926  0.264
O -3.185 -0.651 1.251  -0.548
N -1.305 -2.073 -1.192  -0.008
O 0.752 0.819 0.259  -0.317
H 2.665 1.465 -1.431  0.304
H -0.938 2.707 1.835  0.346
P 0.548 -0.784 0.055  1.054
H -0.766 -2.619 1.182  0.271
N -1.685 -2.351 1.494  -0.312
C -0.649 1.702 2.067  -0.797
C -2.234 -1.272 0.936  0.192
C -1.261 -0.926 -0.396  -0.155
H 1.113 -0.177 -3.296  0.386
H -1.761 -0.072 -0.837  0.644
O 0.920 -1.723 1.119  -0.804
C 0.747 1.397 1.624  -0.347
H 1.343 0.717 2.300  0.341
O -1.879 -1.992 -2.264  -0.404
H 1.171 2.354 1.672  0.303
H 3.325 0.514 -2.507  0.370
H 2.198 1.893 -3.143  0.323

***

Here is an isolated ion of composition C6H10FN2 and charge +1 in a non-equilibrium geometry from the OMol25 dataset. Energies are from ωB97M-V with the def2-TZVPD basis set.

Properties
Structure (SMILES): FCCCc1c[nH]c[nH+]1
Energy above the lowest of the compared OMol25 structures with the same formula, charge and spin (kJ/mol): 11.5
E (eV): -12075.4395
HOMO (eV): -14.4
Molecular weight (Da): 129.2
LUMO level (eV): -3.31
Total charge: +1

Last column: Mulliken charge in e.
Positions of all 19 atoms, in Å:
C -0.707 0.173 0.404  0.409
C 2.179 -0.611 -0.250  -0.246
H 0.275 1.793 1.431  0.361
H -0.883 -1.826 1.286  0.444
C 1.655 0.828 -0.036  -0.390
H -3.117 0.275 -1.715  0.416
H 1.163 1.136 -0.969  0.299
C -1.220 -1.047 0.623  -0.488
C -2.408 0.011 -0.942  -0.219
N -1.433 0.841 -0.560  0.001
H -2.933 -1.879 -0.374  0.219
H -1.235 1.772 -0.899  0.267
H 2.440 1.540 0.215  0.399
F 3.468 -0.687 0.231  -0.300
N -2.305 -1.093 -0.268  -0.021
H 0.815 0.184 1.906  0.344
H 1.536 -1.378 0.198  0.197
H 2.194 -0.828 -1.328  0.275
C 0.516 0.794 1.047  -0.966

***

The highest molecular weight belongs to which entry?
C2H3B3F12O2V

***

What is the molecular weight in the second record?
92.1 Da